Entry 1:
A 2-piece molecular cluster, C3H11N2O overall in a non-equilibrium geometry. Source: the Open Molecules 2025 dataset; level of theory: ωB97M-V with the def2-TZVPD basis set.

Charge: +1
DFT total energy: -305.353486 Ha
HOMO energy: -14.47 eV
E_LUMO: -0.178 hartree
F_max: 4.1 eV/A
Energy relative to the best compared isomer or geometry (same formula, charge and spin): 2.7007 eV

Last column: Löwdin charge in e.
Positions of all 17 atoms, in Å:
O (1.05, -1.21, 2.00)  -0.129
N (-2.25, -1.35, -0.44)  0.201
N (-0.69, 0.44, -0.28)  0.027
C (1.37, 1.86, -0.38)  -0.061
C (0.47, 0.84, -0.98)  -0.300
C (-1.01, -0.91, -0.21)  -0.070
H (0.69, 2.63, 0.19)  0.123
H (2.06, 1.36, 0.29)  0.073
H (0.47, -1.86, 2.52)  0.081
H (-3.08, -0.89, -0.76)  0.132
H (-0.89, 0.98, 0.55)  0.161
H (1.88, -1.33, 2.58)  0.089
H (0.05, 1.17, -1.96)  0.146
H (-2.66, -2.24, -0.22)  0.136
H (0.90, -0.10, -1.19)  0.103
H (-0.28, -1.74, -0.46)  0.174
H (1.91, 2.37, -1.24)  0.115

---

Entry 2:
A 2-piece molecular cluster, C3H11N2O overall in a non-equilibrium geometry. Source: the Open Molecules 2025 dataset; level of theory: ωB97M-V with the def2-TZVPD basis set.

Charge: +1
DFT total energy: -305.390063 Ha
HOMO energy: -14.27 eV
E_LUMO: -0.114 hartree
F_max: 5.7 eV/A
Energy relative to the best compared isomer or geometry (same formula, charge and spin): 1.7053 eV

Last column: Löwdin charge in e.
Positions of all 17 atoms, in Å:
O (-1.25, -1.54, -2.10)  -0.005
N (1.66, 1.18, -1.55)  0.211
N (0.35, -0.11, -0.13)  0.063
C (-0.98, 0.47, 2.03)  -0.053
C (1.40, 0.55, -0.46)  -0.170
C (0.05, -0.44, 1.23)  -0.213
H (-0.75, -1.21, 1.22)  0.115
H (-0.42, -0.33, -0.77)  0.131
H (1.07, 1.47, -2.30)  0.143
H (-0.98, 0.23, 3.06)  0.069
H (2.58, 1.60, -1.48)  0.141
H (2.15, 0.56, 0.35)  0.177
H (-1.37, -1.78, -2.95)  -0.009
H (-2.04, -1.81, -1.57)  0.092
H (0.92, -0.67, 1.93)  0.155
H (-1.93, 0.36, 1.57)  0.060
H (-0.46, 1.47, 1.92)  0.093

---

Entry 3:
A 2-piece molecular cluster, C3H11N2O overall in a non-equilibrium geometry. Source: the Open Molecules 2025 dataset; level of theory: ωB97M-V with the def2-TZVPD basis set.

Charge: +2
DFT total energy: -304.846236 Ha
HOMO energy (alpha / beta): -19.94 / -18.95 eV
Spin multiplicity: 2
E_LUMO (alpha / beta): -0.362 / -0.543 hartree
F_max: 5.2 eV/A
Energy relative to the best compared isomer or geometry (same formula, charge and spin): 2.9197 eV

Last column: Löwdin charge in e.
Positions of all 17 atoms, in Å:
O (-1.45, -1.84, -1.80)  -0.032
N (1.45, 0.94, -1.89)  0.339
N (0.11, 0.54, 0.05)  0.201
C (1.05, 0.19, -0.84)  0.007
C (-0.15, 0.67, 2.52)  0.037
C (-0.40, -0.29, 1.24)  -0.043
H (1.63, -0.70, -0.59)  0.191
H (-2.39, -1.57, -1.72)  0.075
H (-0.53, 1.67, 2.29)  0.100
H (-1.37, -0.60, 1.17)  0.113
H (0.15, -1.30, 1.13)  0.176
H (0.93, 1.53, -2.52)  0.182
H (-0.08, 1.54, -0.01)  0.191
H (-1.41, -2.12, -2.78)  0.114
H (2.19, 0.50, -2.39)  0.149
H (-0.62, 0.07, 3.29)  0.109
H (0.87, 0.77, 2.85)  0.092

---

Entry 4:
A 2-piece molecular cluster, C3H11N2O overall in a non-equilibrium geometry. Source: the Open Molecules 2025 dataset; level of theory: ωB97M-V with the def2-TZVPD basis set.

Charge: +2
DFT total energy: -304.912538 Ha
HOMO energy (alpha / beta): -19.61 / -20.28 eV
Spin multiplicity: 2
E_LUMO (alpha / beta): -0.350 / -0.440 hartree
F_max: 4.0 eV/A
Energy relative to the best compared isomer or geometry (same formula, charge and spin): 1.1155 eV

Last column: Löwdin charge in e.
Positions of all 17 atoms, in Å:
O (2.70, 0.91, -0.75)  -0.047
N (0.09, 0.03, -1.23)  0.261
N (-0.58, 0.30, 2.29)  0.283
C (0.02, -0.17, 1.19)  -0.003
C (-1.98, -1.01, -0.16)  0.050
C (-0.52, -0.56, -0.02)  -0.123
H (2.92, 0.91, -1.70)  0.088
H (-1.93, -2.03, -0.56)  0.132
H (-1.53, 0.51, 1.97)  0.151
H (1.12, -0.20, 1.29)  0.167
H (-0.42, 0.78, -1.71)  0.203
H (-2.44, -0.38, -0.93)  0.118
H (3.58, 1.17, -0.43)  0.104
H (1.03, 0.43, -0.98)  0.107
H (0.45, -0.69, -1.90)  0.216
H (-0.08, 1.05, 2.77)  0.180
H (-2.44, -1.06, 0.84)  0.115

---

Entry 5:
A 2-piece molecular cluster, C3H11N2O2 overall in a non-equilibrium geometry. Source: the Open Molecules 2025 dataset; level of theory: ωB97M-V with the def2-TZVPD basis set.

Charge: -1
DFT total energy: -380.813256 Ha
HOMO energy: -3.03 eV
E_LUMO: 0.155 hartree
F_max: 4.5 eV/A
Energy relative to the best compared isomer or geometry (same formula, charge and spin): 2.3561 eV

Last column: Löwdin charge in e.
Positions of all 18 atoms, in Å:
O (2.10, 0.10, -0.67)  -0.247
O (-2.45, 1.05, -0.36)  -0.255
N (0.18, 1.12, 0.31)  -0.072
N (0.00, -1.68, -0.83)  -0.036
C (0.27, -0.15, 1.27)  -0.188
C (1.32, 1.10, -0.70)  -0.595
C (-0.42, -1.23, 0.45)  -0.360
H (-2.25, 0.41, -1.23)  0.110
H (1.89, 1.94, -0.57)  0.036
H (-1.52, 1.13, 0.07)  -0.014
H (-0.36, 0.04, 2.19)  0.115
H (0.16, -2.64, -0.93)  0.012
H (0.28, 1.82, 1.04)  0.076
H (-0.51, -2.13, 1.12)  0.107
H (1.20, -0.53, 1.56)  0.067
H (0.72, 1.45, -1.68)  0.105
H (-1.42, -0.75, 0.11)  0.075
H (0.82, -1.04, -1.14)  0.064

---

Entry 6:
A 3-piece molecular cluster, C3H11N2O2 overall in a non-equilibrium geometry. Source: the Open Molecules 2025 dataset; level of theory: ωB97M-V with the def2-TZVPD basis set.

Charge: +1
DFT total energy: -380.545813 Ha
HOMO energy: -12.35 eV
E_LUMO: -0.306 hartree
F_max: 1.3 eV/A
Energy relative to the best compared isomer or geometry (same formula, charge and spin): 4.5731 eV

Last column: Löwdin charge in e.
Positions of all 18 atoms, in Å:
O (-0.76, -0.68, -3.35)  -0.058
O (-0.25, -0.61, -0.54)  0.143
N (0.55, 1.40, -1.18)  0.236
N (1.60, -3.35, 2.90)  0.004
C (-0.58, 1.09, 0.96)  0.249
C (-0.72, 2.47, 1.32)  0.020
C (-0.08, 0.57, -0.33)  -0.500
H (0.67, 2.39, -0.98)  0.123
H (-1.17, 2.59, 2.30)  0.115
H (0.19, 3.04, 1.13)  0.138
H (-0.97, -0.74, -2.41)  -0.009
H (0.95, 0.98, -2.01)  0.151
H (2.58, -3.15, 2.81)  0.000
H (1.45, -4.33, 3.10)  0.008
H (-1.05, 0.36, 1.61)  0.167
H (1.20, -2.79, 3.64)  -0.007
H (-1.37, 2.89, 0.53)  0.170
H (-0.87, -1.54, -3.75)  0.051

---

> Among the records above, which one has the lowest charge?

number 5

---

> Which of these has the highest energy relative to the best compared isomer or geometry (same formula, charge and spin)?

number 6

---

> Which value of energy relative to the best compared isomer or geometry (same formula, charge and spin) does entry 2 give?

1.7053 eV